C34H36F2N5NaO3P | ωB97M-V/def2-TZVPD

relative energy (zero: lowest compared OMol25 entry of this formula, charge and spin)	0.00	kJ/mol
Kohn-Sham gap	4.801	eV
net charge	-1
LUMO energy	2.222	eV
electronic energy	-2520.26932	Eh

Element x y z (Å)
Na (-1.094, -0.039, -0.568)
C (2.308, 3.118, 1.104)
C (1.756, 1.993, 0.462)
N (0.544, 1.966, -0.032)
C (-0.233, 3.080, 0.060)
C (0.213, 4.244, 0.736)
C (1.529, 4.227, 1.252)
C (-0.634, 5.367, 0.869)
C (-1.889, 5.311, 0.321)
C (-2.338, 4.196, -0.396)
C (-1.547, 3.055, -0.574)
N (-1.901, 1.920, -1.201)
C (-2.839, 1.854, -2.183)
C (-3.179, 2.888, -3.053)
C (-4.093, 2.707, -4.103)
C (-4.706, 1.505, -4.327)
C (-4.401, 0.414, -3.476)
C (-4.989, -0.862, -3.642)
C (-4.683, -1.874, -2.784)
C (-3.764, -1.621, -1.745)
N (-3.187, -0.460, -1.570)
C (-3.486, 0.571, -2.412)
H (3.327, 3.087, 1.471)
H (2.345, 1.086, 0.360)
H (1.906, 5.109, 1.759)
H (-0.286, 6.244, 1.401)
H (-2.558, 6.157, 0.437)
H (-3.339, 4.199, -0.804)
H (-2.690, 3.845, -2.938)
H (-4.314, 3.547, -4.752)
H (-5.411, 1.368, -5.138)
H (-5.680, -1.014, -4.465)
H (-5.114, -2.860, -2.889)
H (-3.489, -2.410, -1.054)
N (-0.857, -1.064, 1.598)
C (-1.277, -2.352, 1.165)
C (-2.116, -3.126, 1.965)
C (-2.537, -4.370, 1.487)
C (-2.187, -4.817, 0.235)
C (-1.376, -4.030, -0.627)
C (-1.161, -4.304, -1.991)
C (-0.654, -3.255, -2.789)
C (-0.140, -2.116, -2.267)
N (0.109, -2.045, -0.831)
C (-0.870, -2.819, -0.080)
H (-1.161, -0.880, 2.543)
H (0.147, -0.945, 1.543)
H (-2.410, -2.772, 2.946)
H (-3.161, -4.992, 2.120)
H (-2.550, -5.774, -0.125)
H (-1.571, -5.199, -2.439)
H (-0.748, -3.315, -3.869)
H (0.238, -1.287, -2.852)
C (4.840, 1.749, 3.788)
C (3.491, 1.548, 4.450)
O (3.110, 0.171, 4.453)
P (2.280, -0.385, 3.143)
O (1.909, -1.836, 3.764)
C (0.775, -1.967, 4.622)
C (1.224, -2.281, 6.034)
O (3.439, -0.855, 2.125)
C (4.414, -1.855, 2.461)
C (5.598, -1.685, 1.537)
H (5.133, 2.800, 3.838)
H (4.806, 1.444, 2.742)
H (5.602, 1.153, 4.293)
H (2.723, 2.147, 3.946)
H (3.528, 1.857, 5.495)
H (0.158, -2.768, 4.212)
H (0.186, -1.042, 4.608)
H (1.895, -3.141, 6.023)
H (0.362, -2.520, 6.658)
H (1.758, -1.436, 6.467)
H (3.950, -2.834, 2.335)
H (4.706, -1.740, 3.508)
H (5.303, -1.857, 0.502)
H (6.380, -2.400, 1.799)
H (6.007, -0.677, 1.619)
F (2.119, -3.186, -1.307)
C (1.488, -2.292, -0.487)
F (1.577, -2.803, 0.773)
H (2.084, -1.374, -0.508)

CNO2S2 | ωB97M-V/def2-TZVPD

relative energy (zero: lowest compared OMol25 entry of this formula, charge and spin)	635.32	kJ/mol
Kohn-Sham gap (alpha / beta)	6.474 / 6.472	eV
net charge	-1
LUMO energy (alpha / beta)	1.435 / 1.434	eV
electronic energy	-1039.55828	Eh

Element x y z (Å)
C (0.879, -0.776, -0.123)
N (1.705, -1.496, -0.460)
O (-0.503, 0.332, 1.761)
O (0.247, 2.484, -0.955)
S (-1.857, -0.845, -0.524)
S (-0.470, 0.301, 0.301)

C16H17N | ωB97M-V/def2-TZVPD

relative energy (zero: lowest compared OMol25 entry of this formula, charge and spin)	293.72	kJ/mol
SMILES string	Cc1c[nH]c2ccccc12.Cc1ccccc1
Kohn-Sham gap	8.635	eV
net charge	0
LUMO energy	0.819	eV
electronic energy	-674.54475	Eh

Element x y z (Å)
C (0.413, -1.510, -2.712)
C (-1.725, -2.427, -1.617)
C (-0.374, -2.040, -1.598)
C (-2.338, -2.940, -0.454)
C (-1.537, -3.182, 0.748)
C (0.288, -2.231, -0.366)
C (-0.164, -2.741, 0.752)
H (-2.446, -2.175, -2.343)
H (-3.368, -3.254, -0.539)
H (-0.088, -0.761, -3.385)
H (0.919, -2.445, -3.146)
H (-2.005, -3.761, 1.565)
H (1.286, -1.857, -0.384)
H (0.682, -2.951, 1.611)
H (1.302, -0.836, -2.528)
C (2.647, 3.188, -0.396)
C (0.672, 2.085, 0.983)
C (1.434, 2.381, -0.157)
C (-0.331, 1.139, 0.469)
C (0.951, 1.791, -1.264)
C (0.629, 2.280, 2.444)
C (-0.307, 1.776, 3.228)
C (-1.303, 0.966, 2.596)
C (-1.420, 0.658, 1.246)
N (-0.228, 1.013, -0.921)
H (1.503, 2.855, 2.804)
H (-0.466, 1.846, 4.323)
H (-2.050, 0.551, 3.223)
H (3.003, 2.991, -1.424)
H (3.448, 2.780, 0.296)
H (1.604, 1.682, -2.133)
H (-0.914, 0.972, -1.615)
H (-2.062, -0.097, 0.865)
H (2.343, 4.254, -0.171)

C3H9NS | ωB97M-V/def2-TZVPD

relative energy (zero: lowest compared OMol25 entry of this formula, charge and spin)	104.68	kJ/mol
SMILES string	C[C@H](S)CN
Kohn-Sham gap	9.953	eV
net charge	0
LUMO energy	0.884	eV
electronic energy	-572.60022	Eh

Element x y z (Å)
C (-0.591, 0.252, -1.365)
C (-0.656, -0.090, 0.179)
C (0.600, -0.849, 0.518)
H (0.262, 0.619, -1.863)
H (-0.717, -0.796, -1.764)
H (-1.380, 1.027, -1.710)
H (-1.439, -0.733, 0.307)
H (-2.190, 1.307, 1.156)
H (0.501, -1.154, 1.612)
H (0.553, -1.621, -0.273)
H (2.485, -0.379, 0.930)
H (1.716, 1.050, 0.608)
N (1.762, 0.038, 0.371)
S (-0.906, 1.330, 1.293)

CH2BrO3S | ωB97M-V/def2-TZVPD

relative energy (zero: lowest compared OMol25 entry of this formula, charge and spin)	81.80	kJ/mol
SMILES string	O=S(=O)([O-])CBr
Kohn-Sham gap	8.479	eV
net charge	-1
LUMO energy	3.415	eV
electronic energy	-3237.26802	Eh

Element x y z (Å)
C (0.848, -0.510, -0.007)
O (-1.897, -0.130, -0.745)
O (-1.025, 1.023, 1.277)
O (-0.378, 1.765, -1.045)
S (-0.843, 0.688, -0.181)
Br (0.539, -1.463, 1.502)
H (0.898, -1.264, -0.938)
H (1.857, -0.108, 0.137)

C13H14CoFN | ωB97M-V/def2-TZVPD

relative energy (zero: lowest compared OMol25 entry of this formula, charge and spin)	118.25	kJ/mol
Kohn-Sham gap (alpha / beta)	5.238 / 7.638	eV
⟨S²⟩	6.0405
net charge	-1
LUMO energy (alpha / beta)	3.646 / 3.606	eV
multiplicity	5
electronic energy	-2040.94683	Eh

Element x y z (Å)
C (-1.012, 0.656, -2.643)
C (0.371, 0.405, -2.895)
C (1.148, 1.240, -2.036)
C (0.231, 2.004, -1.259)
C (-1.105, 1.632, -1.610)
Co (-0.059, 0.086, -1.025)
N (-1.202, -1.323, -0.514)
C (-0.502, -2.492, -0.932)
C (0.712, -1.817, -1.560)
H (2.236, 1.276, -1.972)
H (0.760, -0.247, -3.667)
H (0.503, 2.802, -0.588)
H (-2.020, 2.040, -1.204)
H (-1.845, 0.219, -3.176)
H (0.810, -2.084, -2.624)
H (-1.073, -3.113, -1.636)
H (-2.150, -1.404, -0.165)
H (1.618, -1.939, -0.954)
H (-0.197, -3.094, -0.066)
F (0.420, 0.660, 5.269)
C (0.329, 0.558, 3.900)
C (0.305, 1.722, 3.128)
C (0.202, 1.589, 1.730)
C (0.192, 0.344, 1.118)
C (0.202, -0.797, 1.912)
C (0.270, -0.713, 3.326)
H (0.358, 2.702, 3.595)
H (0.115, 2.497, 1.145)
H (0.127, -1.789, 1.471)
H (0.258, -1.619, 3.933)

C5H13NO2 | ωB97M-V/def2-TZVPD

relative energy (zero: lowest compared OMol25 entry of this formula, charge and spin)	931.22	kJ/mol
Kohn-Sham gap	3.813	eV
net charge	0
LUMO energy	-4.726	eV
electronic energy	-403.22193	Eh

Element x y z (Å)
C (-1.097, 0.643, -1.393)
N (-2.871, -0.298, 0.113)
C (-1.419, -0.024, -0.085)
C (-1.000, 0.831, 1.159)
C (0.603, -1.659, -0.168)
C (-0.735, -1.384, -0.098)
H (-0.021, 0.412, -1.665)
H (-1.873, 0.338, -2.078)
H (-1.182, 1.717, -1.195)
H (-3.452, 0.519, 0.487)
H (-0.022, 1.310, 1.065)
H (-1.043, 0.048, 1.948)
H (1.407, -0.952, 0.095)
H (0.864, -2.673, -0.402)
H (-1.426, -2.174, 0.290)
H (1.971, 2.238, -0.350)
H (-1.830, 1.554, 1.322)
O (3.446, -0.221, 0.513)
H (4.249, -0.374, 0.075)
H (2.882, 0.590, 0.133)
O (1.737, 1.358, -0.139)

C23H56F2NO15P3SSi2 | ωB97M-V/def2-TZVPD

Kohn-Sham gap	9.062	eV
net charge	0
LUMO energy	-0.529	eV
electronic energy	-4294.51681	Eh

Element x y z (Å)
C (0.856, -2.779, 6.211)
C (1.355, -1.983, 5.432)
Si (1.891, -0.671, 4.192)
C (3.788, -0.592, 4.124)
C (4.371, 0.791, 3.608)
C (4.003, 1.145, 2.116)
F (4.378, 2.530, 1.928)
O (1.316, 0.855, 4.653)
Si (-0.432, 0.961, 4.560)
C (-0.801, 2.852, 4.432)
C (-2.196, 3.168, 3.744)
N (-2.320, 4.645, 3.476)
C (-1.328, 0.326, 6.100)
C (-2.741, -0.367, 5.934)
C (-3.449, -0.333, 4.529)
C (-2.990, -1.508, 3.533)
C (-3.755, -1.455, 2.134)
C (-3.061, -0.414, 1.130)
C (-4.042, 0.867, 1.064)
S (1.245, -1.275, 2.162)
O (0.363, -2.455, 2.192)
O (2.458, -1.701, 1.429)
F (0.611, -0.002, 1.309)
H (0.570, -3.626, 6.875)
H (4.168, -0.753, 5.187)
H (4.218, -1.460, 3.527)
H (4.133, 1.649, 4.314)
H (5.506, 0.696, 3.640)
H (4.576, 0.561, 1.345)
H (2.903, 1.093, 1.880)
H (-0.900, 0.368, 3.303)
H (-0.900, 3.195, 5.517)
H (0.062, 3.426, 3.985)
H (-3.066, 2.889, 4.422)
H (-2.273, 2.578, 2.778)
H (-3.212, 4.972, 3.872)
H (-2.436, 4.770, 2.464)
H (-0.634, -0.425, 6.606)
H (-1.409, 1.184, 6.841)
H (-2.661, -1.448, 6.286)
H (-3.452, 0.120, 6.680)
H (-4.550, -0.572, 4.724)
H (-3.475, 0.679, 4.018)
H (-1.872, -1.565, 3.415)
H (-3.301, -2.499, 4.007)
H (-4.842, -1.168, 2.319)
H (-3.804, -2.481, 1.643)
H (-2.029, -0.126, 1.486)
H (-3.059, -0.886, 0.108)
H (-4.554, 1.019, 2.058)
H (-3.466, 1.773, 0.719)
H (-4.829, 0.651, 0.279)
C (0.897, -0.783, -1.703)
O (1.176, -1.051, -3.071)
P (0.471, -0.158, -4.181)
O (0.740, 1.287, -4.102)
O (-1.076, -0.565, -4.108)
C (-1.939, 0.204, -3.276)
O (0.957, -0.870, -5.514)
C (0.606, -0.252, -6.747)
H (0.669, 0.273, -1.538)
H (0.051, -1.398, -1.385)
H (1.767, -1.052, -1.106)
H (-1.776, 1.273, -3.421)
H (-1.785, -0.054, -2.226)
H (-2.970, -0.030, -3.541)
H (1.331, 0.527, -6.985)
H (-0.397, 0.178, -6.704)
H (0.628, -1.009, -7.530)
C (-7.041, -2.270, -4.151)
O (-5.749, -2.495, -3.606)
P (-4.727, -3.410, -4.413)
O (-4.400, -2.951, -5.772)
O (-5.348, -4.886, -4.324)
C (-6.208, -5.321, -5.371)
O (-3.501, -3.485, -3.409)
C (-2.322, -4.142, -3.865)
H (-7.028, -2.293, -5.242)
H (-7.726, -3.031, -3.772)
H (-7.393, -1.292, -3.824)
H (-5.786, -5.084, -6.349)
H (-7.193, -4.864, -5.272)
H (-6.319, -6.403, -5.294)
H (-1.713, -3.443, -4.439)
H (-2.565, -5.012, -4.478)
H (-1.755, -4.474, -2.995)
C (6.573, 0.987, -3.723)
O (7.335, 2.175, -3.887)
P (7.724, 3.019, -2.597)
O (8.511, 2.302, -1.580)
O (6.338, 3.630, -2.075)
C (5.608, 2.903, -1.092)
O (8.437, 4.279, -3.247)
C (9.038, 5.217, -2.361)
H (6.774, 0.509, -2.762)
H (5.511, 1.230, -3.801)
H (6.832, 0.292, -4.522)
H (6.263, 2.561, -0.289)
H (5.102, 2.049, -1.546)
H (4.854, 3.564, -0.665)
H (10.040, 4.878, -2.095)
H (8.440, 5.346, -1.457)
H (9.111, 6.176, -2.873)